DFT (wB97M-V/def2-TZVPD) results for 13 unconnected molecules or ions with the total composition H26O13 in a non-equilibrium geometry.

```
39
Properties=species:S:1:pos:R:3:forces:R:3
H 0.524 0.245 0.114 -0.884 0.124 -0.126
H 0.668 0.311 -1.397 -0.212 0.203 -0.151
H 0.487 1.330 2.296 0.009 -0.143 0.097
H 1.450 2.381 2.825 0.139 0.000 0.031
H -1.525 -2.894 0.718 0.189 0.048 0.052
H -2.670 -3.066 1.702 -0.089 0.156 -0.056
H -0.493 5.107 -1.523 0.067 -0.158 -0.042
H -0.815 3.833 -0.758 -0.011 0.092 -0.240
H 5.951 -1.563 0.221 -0.067 -0.080 0.071
H 4.517 -1.145 -0.058 -0.139 -0.061 -0.044
H -2.118 3.840 1.797 -0.058 -0.026 -0.047
H -1.045 2.869 2.263 -0.157 0.092 0.102
H -3.434 -0.218 -2.204 -0.082 -0.059 -0.032
H -3.355 -1.217 -1.061 -0.178 -0.025 0.210
H 2.023 0.354 -0.487 0.809 -0.072 -0.235
H 1.551 -1.090 -0.532 0.351 -0.564 -0.207
H 2.315 -2.791 -2.386 -0.010 0.012 -0.015
H 1.876 -3.820 -3.415 0.009 0.010 0.050
H -3.165 1.167 1.693 -0.071 0.106 0.024
H -4.537 1.810 1.809 0.066 -0.132 0.003
H 1.577 -3.090 1.773 0.018 -0.035 -0.046
H 0.516 -4.174 1.865 0.055 0.021 -0.068
H -0.581 -0.921 -2.404 -0.286 -0.100 -0.163
H -1.350 -2.155 -1.961 -0.183 0.077 -0.197
H 1.987 2.836 0.271 -0.052 0.054 -0.051
H 0.476 2.702 0.185 0.171 -0.224 -0.397
O 0.374 0.828 -0.638 -2.953 1.588 1.091
O 1.311 1.428 2.788 -0.162 0.103 -0.208
O -2.257 -2.415 1.123 0.015 -0.087 -0.118
O -0.795 4.200 -1.649 -0.472 0.240 -0.019
O 5.040 -1.763 0.464 0.082 0.142 -0.080
O -1.787 2.946 1.653 0.317 0.025 -0.072
O -3.731 -1.096 -1.940 0.224 0.060 0.036
O 2.092 -0.452 -1.011 2.834 -2.009 -0.255
O 1.528 -3.188 -2.775 0.637 -0.380 -0.141
O -4.076 0.974 1.944 -0.078 0.007 -0.016
O 0.860 -3.495 1.273 -0.057 0.055 0.106
O -0.596 -1.881 -2.494 -0.242 0.421 0.390
O 1.205 3.273 -0.084 0.451 0.516 0.766
```
Positions in Å, forces in eV/Å.

The spin multiplicity is 1. Its orbital gap is 10.38 eV. The value obtained for the lowest unoccupied orbital energy is -0.359 eV. The calculation puts the energy relative to the best compared isomer or geometry (same formula, charge and spin) at 4.5860 eV.